The following is a DFT calculation (wB97M-V/def2-TZVPD) of a molecular structure, C29H31FMgN6O3Si.

Last column: Mulliken charge in e.
Atoms and positions in Å:
Mg  -1.321  0.611  -1.139  0.6580
C  -1.951  -3.390  -3.119  -0.9859
Si  -2.692  -2.338  -1.795  0.2183
C  -1.567  -2.456  -0.288  -0.9671
C  -4.377  -3.134  -1.281  -1.2494
N  -2.627  -0.615  -2.088  -0.1361
C  -3.703  0.066  -2.538  0.8675
C  -4.802  -0.434  -3.250  -0.4706
C  -5.880  0.379  -3.547  -0.6514
C  -6.027  1.687  -3.140  -0.6246
C  -4.905  2.301  -2.547  -0.8092
C  -3.864  1.439  -2.248  0.3683
F  -2.739  1.978  -1.592  -0.1465
H  -1.764  -4.363  -2.617  0.3326
H  -0.919  -3.079  -3.364  0.2469
H  -2.554  -3.684  -4.018  0.3572
H  -1.339  -3.505  -0.181  0.4546
H  -2.110  -2.140  0.551  0.3810
H  -0.601  -1.928  -0.311  -0.0591
H  -4.247  -3.835  -0.487  0.4389
H  -4.908  -3.572  -2.129  0.3198
H  -5.011  -2.315  -0.943  0.3789
H  -4.834  -1.483  -3.526  0.3321
H  -6.750  -0.081  -4.083  0.2874
H  -6.849  2.341  -3.515  0.2806
H  -4.878  3.361  -2.441  0.4264
C  2.197  2.867  -3.032  -1.1729
N  2.198  1.406  -2.796  0.2248
C  3.339  0.692  -2.756  -0.1479
C  3.343  -0.602  -2.626  -0.9767
C  2.122  -1.283  -2.269  0.7736
N  1.052  -0.552  -2.266  0.0721
C  1.046  0.770  -2.564  0.3113
O  -0.018  1.403  -2.528  -0.8775
N  2.023  -2.553  -1.748  -0.4050
H  1.447  3.289  -2.403  0.4003
H  2.001  3.190  -4.064  0.2535
H  3.119  3.219  -2.719  0.4554
H  4.245  1.280  -2.915  0.3758
H  4.277  -1.142  -2.801  0.3826
H  2.615  -3.311  -2.036  0.2862
H  1.063  -2.808  -1.722  0.1275
O  -1.938  1.307  0.939  -0.6969
C  -0.759  1.138  1.260  0.0056
N  -0.238  1.148  2.523  -0.1432
C  1.218  0.874  2.497  3.3502
C  1.387  0.711  0.931  -0.9844
O  2.466  0.478  0.404  -0.5515
N  0.155  0.784  0.313  0.3452
C  1.548  -0.426  3.164  -0.7643
C  2.788  -1.114  3.065  0.1681
C  3.029  -2.273  3.786  -0.8845
C  2.132  -2.704  4.727  -0.3402
C  0.879  -2.097  4.826  -0.8737
C  0.568  -1.052  3.927  -0.4947
C  2.096  2.002  3.056  -0.1584
C  2.479  1.973  4.395  -0.2547
C  3.399  2.879  4.889  -0.5962
C  3.961  3.915  4.096  -0.5762
C  3.555  3.972  2.784  -0.6458
C  2.693  2.987  2.221  -0.4545
H  -0.848  1.281  3.330  0.3458
H  3.595  -0.620  2.411  0.2854
H  3.953  -2.751  3.660  0.4775
H  2.347  -3.590  5.312  0.3917
H  0.129  -2.393  5.571  0.3891
H  -0.346  -0.538  4.029  0.4401
H  1.973  1.322  5.144  0.3354
H  3.651  2.842  5.942  0.3821
H  4.741  4.588  4.400  0.3920
H  4.029  4.692  2.116  0.3548
H  2.512  2.991  1.163  0.4248

Output
net charge: 0
LUMO (alpha / beta): 0.5 / 0.5 eV
maximum force: 4.12 eV/A
E_HOMO (alpha / beta): -6.9 / -6.9 eV
M: 582.99 g mol⁻¹
orbital gap (alpha / beta): 7.394 / 7.407 eV

The following is a DFT calculation (wB97M-V/def2-TZVPD) of 2 unconnected molecules or ions with the total composition C21H36N5O6S.

Last column: natural (NBO) charge in e.
Atoms and positions in Å:
C  5.773  0.287  -0.242  -0.6441
C  4.422  0.982  -0.793  -0.0752
O  3.867  0.153  -1.844  -0.5793
C  4.189  0.670  -3.162  -0.1036
C  4.079  -0.426  -4.327  -0.1019
O  2.697  -0.709  -4.723  -0.5250
C  2.067  -1.569  -3.757  -0.1432
C  0.738  -1.027  -3.094  0.0698
C  0.081  0.374  -3.254  0.3657
N  0.712  1.361  -4.167  -0.7832
N  -1.089  0.797  -2.602  -0.2203
N  -1.700  -0.074  -1.799  -0.1146
C  -2.933  0.540  -1.161  -0.2601
C  -2.623  1.904  -0.376  0.0816
C  -3.800  2.983  -0.612  -0.6391
O  -2.557  1.691  1.080  -0.7361
C  -1.366  -1.422  -1.483  0.2501
C  -2.157  -2.436  -0.549  -0.2846
N  -1.851  -2.077  0.896  -0.8003
C  -0.045  -1.999  -2.136  0.0092
C  0.451  -3.513  -1.867  0.1217
C  0.780  -3.835  -0.428  -0.2631
C  1.238  -5.258  -0.055  -0.1394
C  1.331  -6.149  -1.305  -0.2487
C  0.980  -5.572  -2.665  0.0345
N  0.512  -4.290  -3.052  -0.4062
H  6.167  0.911  0.629  0.2242
H  6.537  0.110  -1.070  0.2181
H  5.451  -0.725  0.194  0.2151
H  4.573  2.081  -1.097  0.1850
H  3.674  0.934  0.086  0.1866
H  5.310  0.965  -3.119  0.1914
H  3.634  1.652  -3.414  0.1681
H  4.576  0.041  -5.259  0.2220
H  4.679  -1.371  -4.098  0.1980
H  1.792  -2.546  -4.314  0.2501
H  2.816  -1.894  -2.943  0.2397
H  1.560  1.658  -3.664  0.3897
H  0.084  2.162  -4.316  0.3945
H  -3.465  -0.155  -0.446  0.2411
H  -3.673  0.814  -2.005  0.2476
H  -1.646  2.413  -0.661  0.2001
H  -4.678  2.847  0.108  0.2431
H  -4.115  2.893  -1.705  0.2095
H  -3.340  4.036  -0.506  0.2356
H  -1.636  1.944  1.337  0.4803
H  -3.291  -2.256  -0.690  0.2279
H  -1.987  -3.537  -0.775  0.2585
H  -2.603  -1.459  1.240  0.3747
H  -1.008  -1.486  0.865  0.3524
H  0.689  -3.037  0.380  0.2441
H  1.468  -5.567  1.012  0.2583
H  1.667  -7.235  -1.211  0.2554
H  1.112  -6.296  -3.554  0.2237
O  -3.485  2.881  7.650  -0.9205
S  -2.547  3.406  6.695  2.3611
O  -2.861  4.541  5.866  -0.9270
O  -2.030  2.197  5.748  -0.7222
C  -3.002  1.435  5.031  -0.0771
C  -3.583  2.216  3.867  -0.6331
C  -1.013  3.731  7.514  -0.8818
H  -3.789  1.087  5.707  0.2002
H  -2.491  0.548  4.648  0.1852
H  -4.154  3.078  4.216  0.2319
H  -4.254  1.590  3.275  0.2132
H  -2.788  2.595  3.223  0.2068
H  -0.740  2.868  8.119  0.2531
H  -1.158  4.605  8.150  0.2610
H  -0.250  3.941  6.765  0.2499

Output
net charge: +1
LUMO: -4.3 eV
maximum force: 6.27 eV/A
E_HOMO: -12.2 eV
M: 486.61 g mol⁻¹
orbital gap: 7.906 eV

The following is a DFT calculation (wB97M-V/def2-TZVPD) of a molecular structure, C56H47As2MnNO4PS2.

Last column: Mulliken charge in e.
Atoms and positions in Å:
Mn  -0.394  -0.206  0.137  -0.0712
O  -0.349  -0.061  2.063  -0.2385
N  0.823  -0.071  2.710  0.3218
C  0.809  0.264  4.016  -0.2939
C  1.959  0.262  4.752  -0.8591
C  3.161  -0.091  4.129  -0.3439
C  3.156  -0.438  2.800  -0.8386
C  1.962  -0.433  2.065  0.6494
S  1.868  -0.896  0.421  -0.5871
H  -0.164  0.520  4.408  0.5065
H  1.927  0.539  5.794  0.4657
H  4.084  -0.088  4.691  0.4376
H  4.058  -0.715  2.275  0.4970
O  0.179  -0.439  -3.797  -0.6426
C  0.069  0.198  -2.776  0.3111
O  -0.246  -0.385  -1.641  1.1183
C  0.245  1.690  -2.768  -0.1368
C  0.368  2.296  -4.018  -1.0807
C  0.476  3.667  -4.144  -0.7456
C  0.441  4.467  -3.009  -0.6634
C  0.327  3.884  -1.761  -0.9302
C  0.247  2.496  -1.625  1.4075
S  0.223  1.939  0.043  -0.3404
H  0.379  1.648  -4.883  0.5438
H  0.588  4.117  -5.122  0.4228
H  0.501  5.544  -3.092  0.4296
H  0.306  4.493  -0.865  0.4945
O  -1.080  -2.131  0.335  1.7400
As  -1.007  -3.780  0.213  0.7813
C  -2.767  -4.445  0.623  0.1088
C  -3.130  -4.468  1.967  -0.6572
C  -4.417  -4.830  2.323  -0.8905
C  -5.334  -5.164  1.337  -0.4425
C  -4.978  -5.117  -0.004  -0.8940
C  -3.690  -4.755  -0.368  -0.2708
C  0.113  -4.534  1.597  0.0321
C  -0.025  -5.874  1.946  -0.3497
C  0.723  -6.388  2.993  -0.7204
C  1.602  -5.569  3.690  -0.6372
C  1.740  -4.234  3.338  -0.4785
C  0.995  -3.718  2.288  0.0000
C  -0.528  -4.371  -1.550  0.2413
C  -0.678  -5.718  -1.869  -0.2740
C  -0.342  -6.153  -3.140  -0.7790
C  0.135  -5.246  -4.078  -0.5249
C  0.272  -3.903  -3.756  -0.7112
C  -0.059  -3.459  -2.485  0.2397
H  -2.393  -4.217  2.721  0.4117
H  -4.708  -4.854  3.365  0.4391
H  -6.333  -5.460  1.618  0.4424
H  -5.707  -5.365  -0.764  0.4535
H  -3.393  -4.730  -1.411  0.5051
H  -0.720  -6.509  1.410  0.3109
H  0.613  -7.427  3.272  0.4172
H  2.176  -5.973  4.513  0.4003
H  2.425  -3.595  3.881  0.4563
H  1.096  -2.686  1.990  -0.1840
H  -1.058  -6.416  -1.131  0.3422
H  -0.459  -7.197  -3.399  0.4264
H  0.397  -5.593  -5.069  0.4079
H  0.629  -3.195  -4.492  0.4897
H  0.028  -2.410  -2.228  -0.4426
C  -3.912  -0.371  1.034  -1.6245
C  -5.315  0.059  0.578  1.0862
As  -6.547  0.358  2.110  0.1846
C  -7.575  -1.319  2.141  0.4990
C  -7.758  -1.967  3.358  -0.6169
C  -8.673  -3.006  3.480  -0.5921
C  -9.420  -3.399  2.379  -0.4459
C  -9.229  -2.773  1.153  -0.8131
C  -8.309  -1.744  1.036  -0.1042
C  -7.982  1.320  1.180  0.1331
C  -7.829  1.984  -0.031  0.1725
C  -8.919  2.586  -0.648  -0.7491
C  -10.169  2.539  -0.055  -0.4571
C  -10.324  1.910  1.175  -0.6422
C  -9.237  1.312  1.788  -0.3774
P  -2.639  0.472  -0.001  0.5607
C  -3.051  2.200  0.406  1.5494
C  -3.900  3.015  -0.337  -0.7771
C  -4.215  4.288  0.118  -0.8639
C  -3.709  4.745  1.325  -0.8039
C  -2.878  3.929  2.082  -0.7752
C  -2.545  2.669  1.620  -1.0076
C  -3.142  0.147  -1.711  1.4798
C  -3.593  -1.124  -2.058  -0.6359
C  -3.895  -1.415  -3.378  -0.8587
C  -3.742  -0.446  -4.359  -1.0564
C  -3.259  0.810  -4.024  -0.9492
C  -2.940  1.102  -2.708  -0.8262
H  -3.748  -1.450  1.026  0.3884
H  -3.712  -0.027  2.053  1.1298
H  -5.742  -0.627  -0.152  0.6293
H  -5.234  1.036  0.101  -0.9379
H  -7.198  -1.633  4.225  0.3953
H  -8.824  -3.485  4.439  0.4381
H  -10.152  -4.192  2.475  0.4022
H  -9.814  -3.077  0.294  0.4223
H  -8.193  -1.237  0.084  0.4021
H  -6.858  2.034  -0.509  0.2116
H  -8.785  3.093  -1.595  0.4003
H  -11.023  2.987  -0.546  0.3793
H  -11.294  1.888  1.655  0.4037
H  -9.364  0.817  2.745  0.3971
H  -4.330  2.668  -1.265  0.4972
H  -4.855  4.923  -0.480  0.5045
H  -3.967  5.732  1.684  0.4329
H  -2.485  4.280  3.026  0.4728
H  -1.884  2.024  2.189  0.5659
H  -3.695  -1.889  -1.296  0.3823
H  -4.236  -2.407  -3.646  0.5121
H  -3.989  -0.677  -5.386  0.4218
H  -3.109  1.559  -4.791  0.4568
H  -2.518  2.066  -2.456  0.7799

Output
net charge: +1
LUMO (alpha / beta): -4.0 / -3.0 eV
maximum force: 1.64 eV/A
multiplicity: 4
E_HOMO (alpha / beta): -10.0 / -10.1 eV
M: 1097.88 g mol⁻¹
orbital gap (alpha / beta): 6.001 / 7.149 eV